Computed, not measured: a molecular structure, C22H32N4O4PSTi, with the ωB97M-V functional and the def2-TZVPD basis.

```
65
Properties=species:S:1:pos:R:3:forces:R:3:lowdin_charge:R:1
Ti 0.152421 -0.021565 -0.133595 0.22 -0.65 -0.41 0.958
C 2.393983 -1.863215 0.934010 0.02 0.05 -0.14 -0.132
C 1.340639 -1.654771 2.009811 -0.04 -0.06 -0.09 -0.123
N -0.025486 -1.454955 1.423804 0.07 -0.23 0.37 -0.161
C -0.826744 -2.694419 1.189911 0.08 0.19 0.04 -0.194
C -0.303077 -3.468241 0.002677 -0.03 -0.11 -0.02 -0.345
S -0.063095 -2.323740 -1.397966 -0.13 0.24 0.10 1.011
C 1.663627 -2.605187 -1.904632 0.04 -0.02 -0.05 -0.347
C 2.588537 -1.457521 -1.514600 -0.07 0.05 0.14 -0.201
N 2.214029 -0.884643 -0.187382 0.25 -0.10 0.07 -0.153
H 3.390612 -1.761972 1.363589 0.00 -0.03 0.04 0.152
H 2.336477 -2.865651 0.521498 0.01 0.00 0.01 0.108
H 1.340354 -2.503266 2.696353 -0.04 0.03 0.05 0.151
H 1.563781 -0.759554 2.589767 0.01 0.03 0.01 0.123
H -0.546561 -0.902893 2.107871 0.02 0.01 -0.01 0.114
H -0.823150 -3.311433 2.090515 0.01 -0.03 -0.01 0.149
H -1.852830 -2.371121 1.012230 -0.01 0.00 -0.02 0.138
H 0.629847 -3.990570 0.200861 -0.01 0.00 0.03 0.092
H -1.036920 -4.211292 -0.306875 0.02 -0.01 -0.01 0.110
H 1.962476 -3.562632 -1.481615 0.02 0.00 -0.01 0.096
H 1.662909 -2.728901 -2.986723 0.00 0.00 0.00 0.103
H 3.624639 -1.802837 -1.503373 0.00 -0.03 -0.01 0.150
H 2.518341 -0.651727 -2.245084 0.00 -0.02 -0.03 0.103
H 2.849685 -0.106032 -0.017255 -0.02 -0.05 -0.02 0.132
C 2.469675 3.819903 -0.336574 -0.13 -0.01 0.14 0.058
O 1.792568 3.641654 0.947027 -0.03 0.03 0.09 0.070
C 1.152086 2.564364 1.230064 0.06 -0.25 -0.35 -0.469
O 1.046397 1.585972 0.394760 0.11 0.26 0.10 -0.096
N 0.632786 2.508375 2.439608 -0.11 0.11 0.11 0.088
N -0.185664 1.437371 2.829893 0.06 0.07 -0.08 0.099
H 2.905944 4.809157 -0.269759 0.01 0.00 -0.01 0.122
H 1.734317 3.773009 -1.134261 0.03 -0.01 -0.05 0.094
H 3.243103 3.063802 -0.439897 0.01 -0.01 -0.03 0.107
H 0.713190 3.345987 3.011531 -0.04 -0.08 0.01 0.204
H -1.157711 1.741312 2.764727 0.03 0.00 0.04 0.112
H 0.032858 1.222635 3.799217 -0.04 0.04 -0.01 0.130
O -1.965118 2.599687 0.680247 -0.06 0.05 0.18 0.191
C -1.798083 1.830195 -0.197211 -0.13 -0.59 -0.15 -0.529
O -1.554585 0.445687 0.092049 -0.25 0.92 0.05 -0.224
C -1.666920 2.101395 -1.674433 0.06 -0.06 -0.03 -0.151
P -0.700185 0.731452 -2.451411 -0.17 0.14 0.13 1.057
C -1.884302 -0.374455 -3.201774 0.06 0.00 -0.16 -0.413
C -3.192620 -0.479647 -2.728987 -0.07 -0.04 0.04 -0.073
C -4.068120 -1.377428 -3.321729 0.04 0.00 -0.01 -0.031
C -3.642111 -2.171257 -4.379209 -0.01 -0.01 -0.01 -0.019
C -2.336056 -2.077411 -4.846349 -0.01 0.02 0.04 -0.034
C -1.455533 -1.185602 -4.257711 0.02 -0.04 -0.05 -0.120
C 0.401295 1.409031 -3.677368 0.25 0.09 0.07 -0.368
C 1.700816 1.744755 -3.278589 0.02 -0.02 -0.07 -0.130
C 2.573874 2.343810 -4.170988 -0.04 -0.01 -0.02 -0.045
C 2.149878 2.611068 -5.468280 0.02 0.01 0.02 -0.017
C 0.860124 2.286786 -5.867670 -0.04 -0.03 0.01 -0.020
C -0.019949 1.685105 -4.979488 -0.02 0.08 -0.03 -0.054
H -1.154824 3.056313 -1.796006 -0.03 0.03 -0.08 0.124
H -2.647038 2.189970 -2.149454 -0.04 0.04 0.06 0.128
H -3.556424 0.127575 -1.909623 0.04 0.02 0.01 0.108
H -5.086605 -1.447249 -2.964671 0.00 0.00 -0.01 0.126
H -4.333572 -2.859048 -4.847573 0.00 0.00 0.00 0.129
H -2.007646 -2.690119 -5.674967 -0.01 0.00 0.00 0.126
H -0.443528 -1.112076 -4.639968 0.00 0.04 0.01 0.113
H 2.033236 1.540643 -2.264613 -0.03 0.01 0.01 0.067
H 3.580955 2.599011 -3.868229 0.00 -0.01 0.00 0.121
H 2.829129 3.076078 -6.170386 -0.01 0.00 0.00 0.130
H 0.535294 2.505658 -6.875790 0.00 0.00 0.00 0.130
H -1.026260 1.449568 -5.301433 0.00 -0.04 0.01 0.123
```
Forces are in eV/Å.

Calculated values
Kohn-Sham gap = 6.97 eV
LUMO energy = -10.26 eV
relative energy (zero: lowest compared OMol25 entry of this formula, charge and spin) = 10.6 kcal per mole
strongest force on any atom = 0.955 eV Å⁻¹
charge = +3



Computed, not measured: a single C22H32N4O4S molecule, with the ωB97M-V functional and the def2-TZVPD basis.

```
63
Properties=species:S:1:pos:R:3:forces:R:3:lowdin_charge:R:1
C 2.125926 -3.489769 -1.178501 0.01 -0.01 -0.01 -0.111
O 1.311953 -2.688941 -0.362607 0.02 0.23 -0.07 -0.205
C 0.381842 -3.391782 0.428928 -0.34 -0.24 0.28 -0.229
C -0.745827 -4.082352 -0.349785 0.27 0.43 -0.10 -0.150
C -1.567749 -3.095366 -1.183662 0.22 -0.40 -0.21 -0.221
N -2.279578 -2.172785 -0.341174 -0.01 0.04 0.50 0.014
C -2.031822 -0.853962 -0.316425 -0.31 0.08 -0.39 -0.763
S -1.245889 -0.111105 -1.586526 0.24 0.16 -0.84 0.751
N -2.498286 -0.116352 0.722448 -0.16 -0.20 -0.12 -0.118
C -3.017245 -0.711096 1.936230 -0.38 -0.01 0.31 -0.168
C -4.548802 -0.687301 1.994430 0.17 -0.23 -0.15 -0.150
C -5.212049 -1.569222 0.936568 0.03 0.20 0.12 -0.213
N -4.727872 -2.945465 0.936655 -0.18 -0.04 0.09 -0.317
C -5.043788 -3.651745 2.163996 0.08 0.02 0.00 -0.087
C -5.248336 -3.664820 -0.212626 0.04 -0.01 -0.01 -0.100
C -2.070401 1.268202 0.787666 0.10 0.22 -0.05 -0.145
C -0.566442 1.406831 0.697412 0.06 0.78 0.07 -0.194
C 0.021871 2.495986 0.147866 -0.37 -0.52 0.53 0.008
C 1.429968 2.569518 -0.052612 0.47 -0.21 -0.02 -0.146
C 2.060165 3.656725 -0.662823 0.34 -0.21 0.01 0.064
C 3.415743 3.640379 -0.916623 -0.06 -0.03 -0.04 -0.198
C 4.184338 2.522815 -0.541667 -0.14 -0.01 0.11 -0.193
C 3.572623 1.432633 0.051077 0.09 0.18 -0.12 0.075
C 2.204196 1.444968 0.299335 0.05 0.68 -0.29 -0.173
N 1.586009 0.397335 0.920296 0.05 -0.36 0.11 0.187
C 0.252847 0.321402 1.230682 0.43 0.17 0.05 -0.422
O -0.152118 -0.604960 1.921911 -0.11 -0.11 0.20 0.044
O 5.538613 2.472600 -0.739106 -0.34 -0.30 0.03 -0.022
C 6.112986 3.721575 -1.056289 -0.02 0.56 -0.24 -0.149
C 5.252473 4.451253 -2.085594 0.47 -0.27 0.03 -0.154
O 3.980898 4.725647 -1.544054 -0.25 0.03 0.21 -0.031
H 2.877628 -2.827116 -1.604631 0.03 -0.09 -0.05 0.089
H 1.565263 -3.956889 -1.995532 0.02 -0.01 0.00 0.084
H 2.621657 -4.276505 -0.593710 0.00 0.00 -0.03 0.090
H 0.906829 -4.147393 1.036709 -0.02 0.08 -0.03 0.123
H -0.034806 -2.631284 1.094727 0.04 -0.22 -0.02 0.095
H -1.394064 -4.583226 0.373023 0.02 -0.12 0.05 0.110
H -0.331898 -4.843615 -1.013560 -0.06 -0.12 0.00 0.103
H -0.905344 -2.511364 -1.827526 -0.19 -0.15 0.02 0.053
H -2.277614 -3.646769 -1.811671 0.07 0.07 -0.03 0.116
H -2.937227 -2.575187 0.323234 -0.05 0.03 0.06 0.088
H -2.646605 -1.731695 2.039487 0.07 0.08 0.03 0.117
H -2.618722 -0.150555 2.784905 0.04 -0.13 -0.09 0.123
H -4.862728 -0.991284 2.993976 -0.05 0.05 0.07 0.103
H -4.896967 0.335768 1.837734 -0.04 0.03 0.07 0.116
H -4.991061 -1.151597 -0.049300 -0.05 0.00 -0.02 0.121
H -6.306420 -1.535871 1.080715 0.05 -0.03 -0.10 0.124
H -4.678444 -4.674999 2.085789 0.00 -0.03 0.06 0.086
H -6.125193 -3.682382 2.363548 -0.04 0.01 0.01 0.092
H -4.545182 -3.176050 3.005235 -0.01 -0.03 0.10 0.078
H -4.963053 -3.143664 -1.125015 0.01 0.01 -0.07 0.085
H -4.817323 -4.665167 -0.232810 -0.02 -0.06 -0.05 0.086
H -6.343944 -3.756795 -0.189644 -0.03 0.00 0.00 0.090
H -2.515867 1.827372 -0.042703 0.09 0.01 0.15 0.115
H -2.437831 1.691719 1.726273 -0.04 -0.10 -0.04 0.134
H -0.586722 3.309430 -0.221201 -0.13 0.07 -0.08 0.130
H 1.488440 4.520960 -0.960142 -0.09 0.13 -0.07 0.130
H 4.177487 0.580933 0.318917 0.11 -0.11 0.06 0.129
H 2.131693 -0.423563 1.154629 -0.18 0.07 0.01 0.163
H 7.110557 3.512951 -1.445812 -0.08 0.07 0.03 0.132
H 6.191963 4.337518 -0.149710 0.02 -0.08 -0.09 0.139
H 5.688644 5.413687 -2.356769 0.02 -0.11 0.00 0.132
H 5.152650 3.824282 -2.982687 0.01 0.09 0.06 0.140
```
Forces are in eV/Å.

Calculated values
Kohn-Sham gap = 7.68 eV
LUMO energy = 0.73 eV
SMILES = COCCCNC(=S)N(CCCN(C)C)Cc1cc2cc3c(cc2[nH]c1=O)OCCO3
relative energy (zero: lowest compared OMol25 entry of this formula, charge and spin) = 48.9 kcal per mole
strongest force on any atom = 0.886 eV Å⁻¹